# C22H52N6O8P2

A cluster of 3 separate species, C22H52N6O8P2 in total at a distorted geometry (ωB97M-V/def2-TZVPD, the Open Molecules 2025 dataset).

```
90
Properties=species:S:1:pos:R:3:lowdin_charge:R:1
C -1.788 -6.042 2.754 -0.11
O -3.157 -5.935 2.203 -0.23
C -3.671 -4.559 2.276 -0.13
C -4.292 -4.136 3.734 -0.33
C -3.593 -2.881 4.522 -0.10
C -3.583 -1.462 3.655 -0.18
C -3.461 -0.189 4.732 -0.17
C -2.073 0.688 4.525 -0.20
O -2.209 1.819 3.591 -0.14
C -2.378 1.379 2.198 -0.15
O -1.446 0.841 1.409 -0.05
C -5.913 -4.167 3.493 -0.06
O -6.336 -4.188 4.927 -0.06
C -5.397 -5.118 5.614 -0.23
O -5.502 -5.715 6.817 0.02
O -4.215 -5.251 4.722 -0.03
H -1.355 -5.028 3.168 0.10
H -1.839 -6.835 3.645 0.11
H -1.062 -6.547 1.952 0.11
H -2.891 -3.749 1.876 0.14
H -4.578 -4.504 1.502 0.15
H -2.472 -3.137 4.788 0.14
H -4.125 -2.626 5.543 0.13
H -4.641 -1.304 3.128 0.12
H -2.697 -1.437 2.857 0.11
H -3.480 -0.564 5.852 0.12
H -4.390 0.553 4.633 0.13
H -1.846 1.173 5.591 0.14
H -1.123 0.001 4.301 0.15
H -3.447 1.574 1.706 0.17
H -6.414 -3.345 2.799 0.16
H -6.101 -5.309 3.206 0.17
O -3.280 4.307 -2.984 -0.32
P -2.022 3.433 -3.209 0.77
N -1.083 4.474 -2.201 -0.31
C 0.344 4.765 -2.274 -0.14
C -1.490 4.490 -0.793 -0.15
N -1.851 3.992 -4.837 -0.35
C -0.780 4.868 -5.286 -0.15
C -3.080 4.371 -5.546 -0.15
N -0.575 2.428 -3.468 -0.27
C -0.645 1.532 -4.646 -0.13
C -0.357 1.513 -2.324 -0.14
H 0.965 3.947 -1.899 0.07
H 0.588 5.653 -1.675 0.09
H 0.690 5.016 -3.273 0.05
H -1.094 3.631 -0.246 0.06
H -2.578 4.480 -0.679 0.07
H -1.147 5.403 -0.288 0.08
H -0.826 5.845 -4.793 0.09
H -0.821 5.032 -6.368 0.08
H 0.200 4.410 -5.125 0.06
H -3.417 5.373 -5.257 0.08
H -3.884 3.654 -5.341 0.07
H -2.935 4.360 -6.631 0.08
H -1.556 0.923 -4.625 0.09
H 0.222 0.861 -4.682 0.08
H -0.616 2.075 -5.594 0.07
H -1.227 0.868 -2.162 0.09
H -0.165 2.052 -1.396 0.06
H 0.525 0.883 -2.485 0.08
O 3.699 -2.337 0.413 -0.31
P 4.343 -1.403 -0.641 0.77
N 5.896 -1.604 0.087 -0.31
C 7.012 -0.666 0.122 -0.14
C 6.434 -2.965 0.009 -0.15
N 3.615 -0.002 0.066 -0.35
C 4.356 1.025 0.782 -0.14
C 2.325 -0.190 0.743 -0.15
N 5.083 -0.329 -1.853 -0.27
C 4.127 0.542 -2.576 -0.14
C 5.743 -1.114 -2.921 -0.14
H 7.539 -0.595 -0.834 0.07
H 7.751 -0.972 0.873 0.09
H 6.730 0.340 0.422 0.05
H 6.884 -3.169 -0.966 0.06
H 5.665 -3.722 0.183 0.07
H 7.199 -3.136 0.779 0.08
H 4.828 0.625 1.685 0.09
H 3.708 1.857 1.076 0.08
H 5.107 1.491 0.137 0.07
H 2.455 -0.607 1.748 0.08
H 1.676 -0.858 0.164 0.07
H 1.780 0.756 0.834 0.07
H 3.308 -0.045 -3.009 0.08
H 4.627 1.090 -3.384 0.08
H 3.696 1.318 -1.939 0.07
H 5.032 -1.788 -3.413 0.08
H 6.565 -1.720 -2.539 0.06
H 6.188 -0.458 -3.677 0.09
```

Values from the calculation:
E_HOMO in eV: -8.1709
Kohn-Sham gap in eV: 6.99
Molar mass in g mol⁻¹: 590.64
F_max in eV/A: 9.78